Version one
Formula: C4H4S2
Source: OMol25
Level of theory: ωB97M-V/def2-TZVPD

Last column: Mulliken charge in e.
Geometry (Å):
1 S 3.18046 -1.03328 -0.06705  -0.21
2 S -2.81249 -1.25584 0.06137  -0.17
3 C -0.49637 0.48656 -0.11153  -0.11
4 C 1.94328 -0.04729 0.21340  -0.35
5 C -1.97203 0.18218 -0.11239  -0.40
6 C 0.52922 -0.39953 -0.07519  0.06
7 H -2.57685 1.06770 -0.26987  0.29
8 H -0.16663 1.55898 -0.07643  0.26
9 H 2.08984 0.88111 0.76486  0.30
10 H 0.28158 -1.44059 -0.32717  0.32

Values from the calculation:
net charge	0
SMILES	S=C/C=C/C=S
spin multiplicity	1
HOMO energy	-0.3354	Ha
E_LUMO	-2.0	eV
HOMO-LUMO gap	7.1	eV


Version two
Formula: C4H4S2
Source: OMol25
Level of theory: ωB97M-V/def2-TZVPD

Last column: Mulliken charge in e.
Geometry (Å):
1 S 3.04794 0.49066 0.07034  -0.19
2 S 0.03143 -2.10028 0.03946  -0.14
3 C -2.03811 0.91750 -0.47656  -0.10
4 C 1.46595 0.41472 0.37764  -0.24
5 C 0.27962 -0.30179 -0.32176  0.20
6 C -0.99317 0.36725 -0.19964  -0.70
7 H -2.95745 1.32651 -0.59040  0.51
8 H -0.30416 -1.80759 1.27015  0.14
9 H 1.05677 0.91885 1.23506  0.29
10 H 0.41118 -0.22582 -1.40431  0.24

Values from the calculation:
net charge	0
SMILES	C#C[C@H](S)C=S
spin multiplicity	1
HOMO energy	-0.3343	Ha
E_LUMO	-0.8	eV
HOMO-LUMO gap	8.3	eV


Version three
Formula: C4H4S2
Source: OMol25
Level of theory: ωB97M-V/def2-TZVPD

Last column: Mulliken charge in e.
Geometry (Å):
1 S -3.10288 -0.29874 0.11089  -0.14
2 S -1.07326 1.92404 0.10848  -0.15
3 C 0.01048 0.82336 -0.61975  -0.41
4 C 2.29198 0.07917 0.47888  -0.30
5 C 1.21820 0.41178 -0.04759  -0.05
6 C -1.92324 -1.33642 -0.06300  -0.19
7 H -1.80863 -2.28897 -0.42136  0.34
8 H -0.66659 2.02445 1.30873  0.15
9 H -0.35836 0.53129 -1.64235  0.38
10 H 2.94214 0.03290 1.27000  0.38

Values from the calculation:
net charge	0
spin multiplicity	1
HOMO energy (alpha / beta)	-0.2779 / -0.2711	Ha
E_LUMO (alpha / beta)	-0.7 / -0.2	eV
HOMO-LUMO gap (alpha / beta)	6.9 / 7.2	eV


Going by the energies, version one is most stable and the next is 25.6 kcal/mol up.


Version one
Formula: C4H10N3O
Source: OMol25
Level of theory: ωB97M-V/def2-TZVPD

Last column: Mulliken charge in e.
Geometry (Å):
1 O -1.49480 0.00276 -0.58408  -0.36
2 N -0.05681 1.95087 0.54251  -0.10
3 N 1.09229 2.01033 0.21414  -0.16
4 N 0.77538 -0.30844 -0.25440  0.17
5 C 1.37663 -1.66573 0.18649  -0.90
6 C -2.73049 0.33669 0.00665  -0.65
7 C -0.46690 0.15113 0.27780  -0.28
8 C 1.71304 0.94263 -0.45850  -0.33
9 H 2.01777 -2.07309 -0.57435  0.35
10 H 2.03991 -1.38921 1.09066  0.38
11 H -3.59661 -0.36892 -0.28803  0.26
12 H 0.33099 -0.68885 -1.06392  0.34
13 H 2.66297 0.63860 -0.26165  0.41
14 H -0.58205 -0.22374 1.25934  0.52
15 H 0.69134 -2.22569 0.62880  0.39
16 H -2.86109 1.45818 -0.37154  0.28
17 H 1.76159 1.14928 -1.46607  0.34
18 H -2.67317 0.30320 1.11614  0.34

Values from the calculation:
net charge	+1
spin multiplicity	1
HOMO energy	-0.4885	Ha
E_LUMO	-3.6	eV
HOMO-LUMO gap	9.7	eV


Version two
Formula: C4H10N3O
Source: OMol25
Level of theory: ωB97M-V/def2-TZVPD

Last column: Mulliken charge in e.
Geometry (Å):
1 O 1.29482 -0.41743 -0.60217  -0.36
2 N 0.67655 1.67504 -0.32627  -0.07
3 N -1.31826 -0.05376 0.23063  -0.42
4 N -1.72749 -1.12534 -0.00878  0.32
5 C -2.47970 -2.07450 -0.36519  -0.39
6 C 0.44584 2.90626 0.35287  -0.87
7 C 1.25240 -1.74842 -0.06987  -0.56
8 C 0.78640 0.46427 0.19757  0.01
9 H -0.25983 2.76831 1.05590  0.36
10 H -2.90597 -2.78110 0.37710  0.30
11 H 0.36148 -1.79681 0.68103  0.31
12 H 0.47049 0.22481 1.22288  0.59
13 H -2.15791 -2.65063 -1.27809  0.27
14 H 0.18422 3.67643 -0.40985  0.30
15 H 1.01396 1.82428 -1.25480  0.30
16 H 1.34966 3.38734 0.75637  0.34
17 H 2.20288 -1.95989 0.41919  0.31
18 H 0.81045 -2.31886 -0.97850  0.25

Values from the calculation:
net charge	+1
spin multiplicity	1
HOMO energy	-0.4797	Ha
E_LUMO	-4.0	eV
HOMO-LUMO gap	9.1	eV


Going by the energies, version two is most stable and the next is 15.8 kcal/mol up.


Version one
Formula: C4H10N3O
Source: OMol25
Level of theory: ωB97M-V/def2-TZVPD

Last column: Mulliken charge in e.
Geometry (Å):
1 O 2.19097 -0.38744 -0.12411  -0.33
2 N -1.76197 -0.07642 -0.15050  0.17
3 N -0.69740 -0.43592 0.43017  -0.15
4 N 2.32035 1.89177 -0.00032  -0.25
5 C 1.60027 0.78229 0.20120  -0.08
6 C 1.44613 -1.64020 0.28911  -0.54
7 C 0.01466 -1.46889 -0.24874  -0.36
8 C -2.66694 1.01449 0.21291  -0.70
9 H -0.33795 -2.54885 -0.01482  0.34
10 H -0.11250 -1.24933 -1.31627  0.38
11 H -1.94916 -0.47077 -1.01756  0.26
12 H 1.86134 2.83342 0.06418  0.27
13 H 3.33678 2.04033 -0.21602  0.25
14 H -2.19843 1.80138 -0.29109  0.36
15 H 1.42460 -1.57141 1.32243  0.36
16 H -2.81879 1.22674 1.31156  0.28
17 H -3.57564 0.67241 -0.27956  0.31
18 H 1.92368 -2.41359 -0.17257  0.42

Values from the calculation:
net charge	+1
spin multiplicity	1
HOMO energy (alpha / beta)	-0.4529 / -0.4528	Ha
E_LUMO (alpha / beta)	-5.1 / -5.1	eV
HOMO-LUMO gap (alpha / beta)	7.3 / 7.3	eV


Version two
Formula: C4H10N3O
Source: OMol25
Level of theory: ωB97M-V/def2-TZVPD

Last column: Mulliken charge in e.
Geometry (Å):
1 O -2.66691 0.84177 0.76918  -0.53
2 N -0.96360 1.41195 -1.28659  -0.25
3 N 1.57425 0.95429 0.10685  -0.37
4 N -0.85352 -0.44462 0.11385  0.07
5 C 2.65291 0.32684 0.34403  -0.24
6 C -0.21615 -1.78088 0.34284  -0.65
7 C -0.37539 0.36184 -0.85688  -0.04
8 C -1.97563 -0.14566 0.84786  0.15
9 H -2.28813 -0.92824 1.51912  0.35
10 H 0.33241 -0.08070 -1.47735  0.50
11 H -0.32617 -2.48193 -0.56244  0.32
12 H 1.54449 1.91245 0.49205  0.21
13 H -1.04300 -2.17455 1.09884  0.21
14 H -1.78620 1.78923 -0.80454  0.26
15 H 3.50595 0.86856 0.65148  0.31
16 H 2.72031 -0.76023 0.10700  0.26
17 H -0.65224 1.85985 -2.12323  0.24
18 H 0.81661 -1.52997 0.71793  0.19

Values from the calculation:
net charge	+1
spin multiplicity	1
HOMO energy	-0.5340	Ha
E_LUMO	-3.6	eV
HOMO-LUMO gap	11.0	eV


Version three
Formula: C4H10N3O
Source: OMol25
Level of theory: ωB97M-V/def2-TZVPD

Last column: Mulliken charge in e.
Geometry (Å):
1 O 1.10179 -0.39076 1.46085  -0.60
2 N -1.52604 0.26803 0.12395  -0.08
3 N 1.74840 -0.64905 -0.89023  -0.57
4 N -0.23671 0.52085 -0.48451  -0.37
5 C -0.41150 -1.69657 -0.04449  -0.79
6 C 0.11086 1.92984 -0.19427  -0.98
7 C 0.59396 -0.56653 -0.07848  1.17
8 C -1.60490 -1.20943 0.12772  -0.46
9 H 2.70230 -1.00834 -0.51388  0.32
10 H 1.93207 0.34593 -1.23863  0.25
11 H 1.73347 -1.06135 1.70339  0.32
12 H -2.51480 -1.63852 0.39261  0.52
13 H 1.06830 2.18954 -0.80038  0.30
14 H -0.73537 2.38236 -0.69069  0.39
15 H -2.29879 0.73921 -0.46949  0.39
16 H 0.24865 1.89407 0.85195  0.44
17 H -0.27383 -2.76555 -0.25838  0.39
18 H -1.63786 0.71628 1.00296  0.37

Values from the calculation:
net charge	+1
SMILES	CN1[NH2+]C=C[C@]1(N)O
spin multiplicity	1
HOMO energy	-0.5085	Ha
E_LUMO	-3.4	eV
HOMO-LUMO gap	10.4	eV


Going by the energies, version two is most stable and the next is 44.6 kcal/mol up.


Version one
Formula: CHN3O3
Source: OMol25
Level of theory: ωB97M-V/def2-TZVPD

Last column: Mulliken charge in e.
Geometry (Å):
1 O -0.00577 1.83194 1.06653  -0.50
2 O -0.42261 -0.08331 -2.80514  -0.38
3 O -0.34336 3.60128 -0.30372  -0.17
4 N -0.42021 1.39550 -0.01852  0.24
5 N -0.51249 2.81059 -1.08981  0.33
6 N -0.04313 -0.25912 -1.65239  0.10
7 C -0.23178 0.10778 -0.42633  -0.07
8 H 0.08599 -0.53274 0.28242  0.43

Values from the calculation:
net charge	0
spin multiplicity	1
HOMO energy (alpha / beta)	-0.3175 / -0.3536	Ha
E_LUMO (alpha / beta)	-1.2 / -1.5	eV
HOMO-LUMO gap (alpha / beta)	7.4 / 8.2	eV


Version two
Formula: CHN3O3
Source: OMol25
Level of theory: ωB97M-V/def2-TZVPD

Last column: Mulliken charge in e.
Geometry (Å):
1 O 2.98004 0.94610 -0.32735  -0.38
2 O -0.57342 1.08253 0.40978  -0.55
3 O 0.13026 -1.11895 0.30677  -0.34
4 N 1.34531 -0.63928 0.26347  -0.08
5 N -2.05175 -0.55682 -0.29310  -0.61
6 N -1.03030 0.03797 0.12852  1.09
7 C 2.09456 0.27150 -0.03719  0.62
8 H -2.89470 -0.02305 -0.45090  0.26

Values from the calculation:
net charge	0
SMILES	[H]/N=[N+](\[O-])ON=C=O
spin multiplicity	1
HOMO energy	-0.3612	Ha
E_LUMO	-0.2	eV
HOMO-LUMO gap	9.6	eV


Going by the energies, version two is most stable and the next is 38.6 kcal/mol up.


Version one
Formula: C33H36F6GeMoN5O3PS2Se
Source: OMol25
Level of theory: ωB97M-V/def2-TZVPD

Last column: Mulliken charge in e.
Geometry (Å):
1 Mo -0.21934 -0.31601 -0.49753  -0.76
2 Se 1.51400 3.13878 1.69891  0.48
3 Ge -0.08721 5.42841 3.23631  0.37
4 S 1.84944 -0.04381 -1.81304  -0.50
5 S 2.59624 2.31303 -3.46241  -0.12
6 P 1.77338 -3.55387 0.07254  1.30
7 F 1.40180 -3.80022 -1.45363  -0.37
8 F 1.95853 -3.05686 1.58051  -0.38
9 F 0.50840 -2.21349 -0.02759  -0.62
10 F 2.84347 -4.69988 0.15549  -0.28
11 F 2.80463 -2.42597 -0.38074  -0.34
12 F 0.54486 -4.44426 0.52439  -0.36
13 O -3.88296 -0.17078 1.38436  -0.58
14 O -1.85202 0.34829 3.33078  -0.64
15 O -1.04336 0.07522 -2.33531  -0.24
16 N -1.81367 -1.80638 -0.91223  0.93
17 N 1.02513 -0.09436 1.35419  2.12
18 N -1.56167 -0.32736 1.11702  1.06
19 N -0.08539 1.81498 -0.63021  0.94
20 N 0.57837 2.33961 -1.77498  -0.93
21 C 1.50059 1.59167 -2.26522  0.34
22 C -1.39547 2.10958 -0.57057  2.04
23 C -0.52602 6.02467 1.45111  -0.79
24 C -1.71399 -2.74202 -1.85616  -0.47
25 C -2.98260 -1.59022 -0.30100  -0.17
26 C 2.32061 0.08346 3.79266  -1.03
27 C -4.12585 -2.27382 -0.62661  -0.83
28 C 0.32521 6.87315 4.43029  -1.13
29 C 0.86000 0.88328 -8.24016  -0.45
30 C -2.00977 2.54018 0.71110  -1.46
31 C 0.93495 0.13784 3.72936  -0.17
32 C 3.03816 -0.05463 2.61750  -1.13
33 C 2.35988 -0.14533 1.41238  -0.77
34 C 1.32924 2.18599 -8.28007  -0.60
35 C -3.39955 2.02854 -4.23083  -0.68
36 C 1.50170 2.89968 -7.09722  -0.63
37 C -2.91308 -0.60782 0.83114  0.35
38 C -1.83394 1.07700 -2.68185  0.70
39 C 0.56882 0.29431 -7.01270  -0.89
40 C 1.19856 2.32337 -5.87238  0.63
41 C -2.47632 1.05325 -3.92332  -0.63
42 C -1.36076 4.17227 3.96653  -0.90
43 C 1.38297 3.09824 -4.59508  -0.60
44 C -2.81603 -3.49659 -2.21546  -0.93
45 C 1.66170 4.41848 3.05495  -1.12
46 C -3.12568 3.08371 -2.10369  -1.05
47 C 0.33567 0.03835 2.49717  0.29
48 C -2.13764 2.12949 -1.78534  0.22
49 C -4.03642 -3.25135 -1.60824  -0.42
50 C -1.16892 0.05345 2.38055  -0.23
51 C 2.86180 3.73359 0.47317  -0.77
52 C -3.74128 3.04996 -3.32615  -0.96
53 C 0.73848 1.00975 -5.83859  0.26
54 H -4.47487 3.79740 -3.59452  0.46
55 H -1.30827 2.50653 1.53694  -0.38
56 H -2.90306 1.97517 0.97750  -0.09
57 H -1.45102 4.32944 5.04167  0.44
58 H -4.91043 -3.82685 -1.88600  0.46
59 H -3.89038 1.99452 -5.19714  0.46
60 H -2.25262 0.25071 -4.61434  0.54
61 H 2.68191 4.78164 0.23516  0.42
62 H -5.04302 -2.04934 -0.10003  0.58
63 H 0.61074 6.48928 5.41020  0.38
64 H 0.30113 0.22837 4.60186  0.61
65 H 0.73131 0.32280 -9.15797  0.39
66 H 0.15384 6.81728 1.13456  0.37
67 H 1.87255 3.91906 -7.13250  0.35
68 H -0.46617 5.20542 0.72852  0.09
69 H 1.56810 2.64866 -9.22970  0.38
70 H -2.34112 4.32397 3.51272  0.35
71 H 2.78502 3.12020 -0.42250  0.03
72 H 2.87755 -0.28101 0.47535  0.47
73 H -1.07279 3.13068 3.80652  0.17
74 H 0.22091 -0.73140 -6.97401  0.43
75 H -0.55970 7.50166 4.54854  0.37
76 H -2.31459 3.58233 0.55607  0.79
77 H 1.13602 7.48538 4.03441  0.37
78 H 1.74156 4.10582 -4.79740  0.54
79 H -3.36673 3.87084 -1.39795  0.45
80 H 2.49200 5.09076 2.84184  0.61
81 H 3.82081 3.60676 0.97463  0.43
82 H -2.70503 -4.26878 -2.96394  0.47
83 H 0.54310 0.53281 -4.88206  0.25
84 H 0.46102 3.17821 -4.02159  0.11
85 H 1.82559 3.87811 3.99258  0.49
86 H 2.82964 0.12868 4.74724  0.49
87 H -1.54348 6.41846 1.42940  0.38
88 H 4.11746 -0.12817 2.61385  0.62
89 H -0.74122 -2.88214 -2.30877  0.63

Values from the calculation:
net charge	+1
spin multiplicity	4
HOMO energy (alpha / beta)	-0.3879 / -0.3876	Ha
E_LUMO (alpha / beta)	-3.4 / -6.4	eV
HOMO-LUMO gap (alpha / beta)	7.2 / 4.1	eV


Version two
Formula: C33H36F6GeMoN5O3PS2Se
Source: OMol25
Level of theory: ωB97M-V/def2-TZVPD

Last column: Mulliken charge in e.
Geometry (Å):
1 Mo 1.41607 0.57053 -0.59532  -1.76
2 Se -2.86006 0.45186 -1.41041  0.43
3 Ge -5.09555 0.65163 0.99918  0.81
4 S 3.14481 0.07581 0.98986  -0.17
5 S 4.55427 -2.46297 1.70547  -0.21
6 P -0.97213 -1.57334 1.14878  1.44
7 F -0.43155 -0.01172 0.63000  -0.02
8 F -2.49170 -1.01067 0.96196  -0.32
9 F -1.49231 -2.99217 1.62003  -0.41
10 F 0.56903 -1.97967 1.27222  -0.31
11 F -0.96135 -0.97667 2.63066  -0.34
12 F -0.97340 -1.99143 -0.40350  -0.31
13 O -1.37341 2.94106 -1.28200  -0.74
14 O 0.19299 0.14518 -2.03871  2.26
15 O 0.61141 3.39265 -3.45647  -0.61
16 N 2.93179 -2.26206 -0.32370  -1.12
17 N 0.91102 2.50684 -1.32774  0.11
18 N 2.02437 -1.54878 -1.14319  1.95
19 N 0.95896 2.04498 1.14109  -0.15
20 N 2.87080 1.05315 -2.09565  0.77
21 C -0.29273 -2.13430 -5.39821  -1.27
22 C -3.85661 -0.90063 -2.34524  -1.07
23 C 0.08294 -0.59398 -3.12708  0.19
24 C -1.01574 3.33156 1.59824  -0.74
25 C -3.94388 1.13745 2.47303  -0.77
26 C 3.46266 -2.67310 3.15810  -0.91
27 C 4.04408 0.43817 -2.27339  -0.05
28 C -4.28209 1.42835 -0.68018  -1.18
29 C 0.32108 2.51411 3.38896  -0.70
30 C 1.17023 1.94102 2.45632  -0.22
31 C -0.29885 2.79186 -0.75642  0.70
32 C -0.76526 -0.13867 -4.13871  -0.88
33 C 3.11686 2.15328 -4.19762  -0.61
34 C 1.97278 -1.03535 4.31205  -0.03
35 C 3.43548 -1.60013 0.63549  0.09
36 C -0.79428 3.20583 2.96201  -0.61
37 C 1.70760 -2.25890 -2.19249  0.33
38 C 4.79728 0.64124 -3.41815  -0.99
39 C 3.26265 -1.48627 4.05703  0.58
40 C 0.78026 -1.79411 -3.24175  0.80
41 C 1.17808 2.67876 -2.67086  -0.15
42 C 2.83275 0.63894 5.81274  -0.47
43 C -6.76518 1.63903 1.07405  -1.33
44 C 4.12597 0.20272 5.54598  -0.71
45 C -5.47686 -1.23232 0.83316  -1.21
46 C 4.33600 -0.85693 4.67995  -0.32
47 C 2.28489 -3.63209 -2.41288  -1.97
48 C -0.94397 -0.90667 -5.26983  -0.80
49 C 4.32002 1.48991 -4.40196  -0.49
50 C 1.75865 0.01515 5.19639  -0.85
51 C 0.55120 -2.56545 -4.39704  -1.17
52 C 2.43500 1.91881 -3.02847  0.50
53 C -0.11862 2.74815 0.73830  0.61
54 H -4.75635 -1.13607 -1.78532  0.39
55 H 4.96879 0.68197 6.02528  0.42
56 H 2.04054 1.38720 2.77917  0.53
57 H 2.67684 -3.70825 -3.42357  0.45
58 H -1.85552 3.87630 1.19001  0.55
59 H -3.88150 2.40401 -0.40624  0.42
60 H 0.54146 2.39303 4.43818  0.58
61 H -1.59028 -0.55131 -6.06192  0.51
62 H 2.50420 -3.04225 2.79569  0.21
63 H 1.48211 -4.36510 -2.31021  0.36
64 H 4.88448 1.64707 -5.31081  0.46
65 H -4.35154 2.01969 2.96675  0.48
66 H -1.23844 0.82858 -4.01873  0.65
67 H 2.69912 2.85710 -4.90344  0.57
68 H -4.10697 -0.51248 -3.33211  0.43
69 H -3.21171 -1.77143 -2.43570  0.28
70 H 3.95411 -3.49008 3.68910  0.57
71 H -5.07781 1.53831 -1.41787  0.58
72 H -6.34662 -1.38265 0.19338  0.35
73 H -4.63531 -1.81758 0.46720  0.32
74 H -7.38186 1.43657 0.19856  0.39
75 H -7.32436 1.32998 1.95823  0.39
76 H 1.13177 -1.52292 3.83089  0.19
77 H 0.74891 0.33227 5.42083  0.68
78 H 5.74315 0.13006 -3.52104  0.50
79 H 5.34528 -1.19604 4.47836  0.38
80 H -2.93152 1.34169 2.12927  -0.21
81 H -5.72292 -1.59990 1.82990  0.42
82 H 2.66636 1.45017 6.50895  0.43
83 H -3.88440 0.32192 3.19234  0.43
84 H 3.06317 -3.87108 -1.70406  0.46
85 H 4.37374 -0.21867 -1.48154  0.51
86 H 1.03096 -3.52251 -4.51273  0.42
87 H -6.59019 2.71233 1.14241  0.40
88 H -0.43806 -2.74172 -6.27958  0.44
89 H -1.48605 3.63213 3.67629  0.48

Values from the calculation:
net charge	+1
spin multiplicity	4
HOMO energy (alpha / beta)	-0.3915 / -0.4003	Ha
E_LUMO (alpha / beta)	-3.1 / -5.2	eV
HOMO-LUMO gap (alpha / beta)	7.6 / 5.7	eV


Going by the energies, version two is most stable and the next is 39.4 kcal/mol up.